A molecular structure, C4H7CdO4 at a distorted geometry. Source: the OMol25 dataset; level of theory: wB97M-V/def2-TZVPD.

For the total energy, the calculation gives -17012.0398 eV. The HOMO-LUMO gap (alpha / beta) comes out at 0.18384 / 0.18382 Ha. The calculation puts the LUMO energy (alpha / beta) at 3.463 / 3.463 eV.

Structure (ORCA input):
```
! wB97M-V def2-TZVPD RIJCOSX def2/J DEFGRID3
* xyz -1 1
C 1.7323 0.3462 -1.6727
O 1.8555 1.1152 -2.5896
O 2.1969 -0.7313 -1.3228
Cd 1.1728 -2.0062 0.7422
O -0.7450 -2.0148 -0.2461
C -1.1933 -1.0280 -0.9282
C 0.1712 0.6618 -0.3345
O 0.4569 0.1636 0.9636
C -0.4502 0.5082 1.9881
H -2.1989 -0.6485 -0.6556
H -0.8648 -0.9799 -1.9859
H -0.7706 1.2224 -0.4596
H 0.6993 1.6279 -0.2631
H -0.3974 -0.2921 2.7366
H -0.1812 1.4857 2.4163
H -1.4835 0.5698 1.6111
*
```

From a Löwdin analysis of the wavefunction, the atomic charges in e read: atom 1 (C): -0.57, atom 2 (O): 0.04, atom 3 (O): -0.14, atom 4 (Cd): 0.65, atom 5 (O): -0.40, atom 6 (C): -0.21, atom 7 (C): -0.25, atom 8 (O): -0.53, atom 9 (C): -0.16, atom 10 (H): 0.09, atom 11 (H): 0.09, atom 12 (H): 0.08, atom 13 (H): 0.08, atom 14 (H): 0.06, atom 15 (H): 0.08, atom 16 (H): 0.08

=====

C5H10O in the gas phase. Source: the OMol25 dataset; level of theory: wB97M-V/def2-TZVPD.

For the total energy, the calculation gives -7393.6174 eV. The HOMO-LUMO gap comes out at 0.41356 Ha. Its structure (SMILES) is OCCC1CC1. The calculation puts the LUMO energy at 1.128 eV.

Structure (ORCA input):
```
! wB97M-V def2-TZVPD RIJCOSX def2/J DEFGRID3
* xyz 0 1
O 2.2442 0.8750 0.1725
C 1.9187 -0.4922 0.0238
C 0.5113 -0.7032 -0.5296
C -0.5493 -0.1483 0.4022
C -1.9945 -0.1865 -0.0022
C -1.2665 1.1286 0.0323
H 1.5055 1.3008 0.6270
H 2.0231 -1.0290 0.9839
H 2.6675 -0.9080 -0.6574
H 0.3454 -1.7747 -0.7112
H 0.4255 -0.1926 -1.4975
H -0.3300 -0.3023 1.4624
H -2.2507 -0.6255 -0.9662
H -2.7279 -0.3821 0.7743
H -0.9891 1.5887 -0.9140
H -1.5333 1.8513 0.7995
*
```

From a Löwdin analysis of the wavefunction, the atomic charges in e read: atom 1 (O): -0.06, atom 2 (C): -0.28, atom 3 (C): -0.17, atom 4 (C): -0.32, atom 5 (C): -0.13, atom 6 (C): -0.13, atom 7 (H): 0.08, atom 8 (H): 0.12, atom 9 (H): 0.12, atom 10 (H): 0.12, atom 11 (H): 0.12, atom 12 (H): 0.14, atom 13 (H): 0.10, atom 14 (H): 0.10, atom 15 (H): 0.10, atom 16 (H): 0.10

=====

A molecular structure, C11H24N3O5Ti at a distorted geometry. Source: the OMol25 dataset; level of theory: wB97M-V/def2-TZVPD.

The expectation value of S² is 6.003. For the total energy, the calculation gives -49617.4773 eV. The HOMO-LUMO gap (alpha / beta) comes out at 0.07836 / 0.31368 Ha. The calculation puts the LUMO energy (alpha / beta) at 2.637 / 2.558 eV.

Structure (ORCA input):
```
! wB97M-V def2-TZVPD RIJCOSX def2/J DEFGRID3
* xyz -1 5
Ti 0.0347 -0.7703 0.1649
C 2.8975 -3.7684 1.7119
C 1.8309 -2.7862 1.2098
O 2.1826 -1.5873 1.0604
O 0.6852 -3.2061 0.9637
H 3.8493 -3.3750 2.0688
H 3.0820 -4.5527 0.9778
H 2.4526 -4.3673 2.5066
C 0.5966 1.0988 -3.9792
C 1.2323 0.9279 -2.6072
O 0.6784 0.1627 -1.7312
N 2.2693 1.6835 -2.2789
C 2.9404 1.7228 -1.0118
H -0.4284 0.7535 -3.8435
H 0.9659 0.3540 -4.6842
H 0.7612 2.1116 -4.3469
H 2.7502 2.2258 -2.9823
H 3.0425 2.7859 -0.7940
H 3.8709 1.2402 -1.3107
H 2.4872 1.1383 -0.2112
C -3.6693 -3.6974 -0.7172
C -3.1448 -2.3196 -0.3955
O -2.0103 -1.9305 -0.7409
N -4.0671 -1.5299 0.1847
C -3.6896 -0.2208 0.6385
H -4.6449 -3.6062 -1.1947
H -3.4764 -4.4016 0.0921
H -3.0079 -4.0948 -1.4871
H -4.8593 -1.9315 0.6656
H -3.3997 0.4250 -0.1903
H -2.9447 -0.3125 1.4290
H -4.5880 0.2673 1.0163
C -0.5215 3.1802 0.0433
C -0.1580 2.4311 1.3090
O -0.6442 1.3501 1.6301
N 0.8392 2.9819 2.1399
C 1.3551 2.1187 3.2544
H 0.3532 3.3694 -0.5789
H -0.9874 4.1242 0.3261
H -1.1349 2.6097 -0.6541
H 1.3008 3.7885 1.7446
H 2.3644 1.7876 3.0100
H 0.9725 1.1162 3.4464
H 1.5816 2.7035 4.1459
*
```

From a Löwdin analysis of the wavefunction, the atomic charges in e read: atom 1 (Ti): 0.67, atom 2 (C): -0.03, atom 3 (C): -0.77, atom 4 (O): -0.12, atom 5 (O): -0.08, atom 6 (H): 0.06, atom 7 (H): 0.06, atom 8 (H): 0.06, atom 9 (C): -0.10, atom 10 (C): -0.51, atom 11 (O): -0.15, atom 12 (N): -0.02, atom 13 (C): -0.15, atom 14 (H): 0.07, atom 15 (H): 0.07, atom 16 (H): 0.02, atom 17 (H): 0.04, atom 18 (H): 0.03, atom 19 (H): 0.07, atom 20 (H): 0.07, atom 21 (C): -0.01, atom 22 (C): -0.52, atom 23 (O): -0.02, atom 24 (N): -0.01, atom 25 (C): -0.10, atom 26 (H): 0.08, atom 27 (H): 0.09, atom 28 (H): 0.08, atom 29 (H): 0.13, atom 30 (H): 0.09, atom 31 (H): 0.07, atom 32 (H): 0.08, atom 33 (C): -0.09, atom 34 (C): -0.52, atom 35 (O): -0.06, atom 36 (N): 0.02, atom 37 (C): -0.08, atom 38 (H): 0.03, atom 39 (H): 0.07, atom 40 (H): 0.07, atom 41 (H): 0.09, atom 42 (H): 0.07, atom 43 (H): 0.08, atom 44 (H): 0.06

=====

2 unconnected molecules or ions with the total composition C4H12O2 at a distorted geometry. Source: the OMol25 dataset; level of theory: wB97M-V/def2-TZVPD.

For the total energy, the calculation gives -8436.3256 eV. The HOMO-LUMO gap comes out at 0.40132 Ha. Its structure (SMILES) is CC(C)O.CO. The calculation puts the LUMO energy at 0.813 eV.

Structure (ORCA input):
```
! wB97M-V def2-TZVPD RIJCOSX def2/J DEFGRID3
* xyz 0 1
C 0.2986 1.9412 0.0190
C -0.6782 0.8097 -0.3629
C -1.8503 0.6811 0.5903
O -1.1849 1.1632 -1.6587
H 1.1299 1.9207 -0.6748
H 0.5783 1.7793 1.0664
H -0.3362 2.8057 0.0731
H -0.1375 -0.1289 -0.4488
H -1.7441 -0.1293 1.3169
H -2.1743 1.6225 1.0339
H -2.7539 0.3409 0.0857
H -2.0886 1.4712 -1.6274
C 1.9535 -2.1928 -0.0145
O 1.3876 -2.2391 1.2948
H 3.0405 -2.2147 0.0573
H 1.9376 -1.1690 -0.4058
H 1.6199 -3.0512 -0.5694
H 0.4812 -2.5157 1.1784
*
```

From a Löwdin analysis of the wavefunction, the atomic charges in e read: atom 1 (C): -0.05, atom 2 (C): -0.47, atom 3 (C): -0.06, atom 4 (O): -0.06, atom 5 (H): 0.08, atom 6 (H): 0.08, atom 7 (H): 0.07, atom 8 (H): 0.11, atom 9 (H): 0.08, atom 10 (H): 0.08, atom 11 (H): 0.07, atom 12 (H): 0.07, atom 13 (C): -0.16, atom 14 (O): -0.12, atom 15 (H): 0.07, atom 16 (H): 0.07, atom 17 (H): 0.08, atom 18 (H): 0.06

=====

15 unconnected molecules or ions with the total composition H28O18S. Source: the OMol25 dataset; level of theory: wB97M-V/def2-TZVPD.

For the total energy, the calculation gives -48150.8845 eV. The HOMO-LUMO gap comes out at 0.36268 Ha. The calculation puts the LUMO energy at 5.110 eV.

Structure (ORCA input):
```
! wB97M-V def2-TZVPD RIJCOSX def2/J DEFGRID3
* xyz -2 1
S 0.0066 -0.3151 -0.0138
O 0.3634 0.5089 1.1759
O 0.0370 -1.7421 0.3639
O -1.3161 0.0752 -0.5192
O 1.0359 -0.0855 -1.0687
O 0.3711 1.7859 -3.2105
H -0.3868 2.2198 -2.7902
H 0.7789 1.2880 -2.4877
O 2.0468 -2.3647 2.1007
H 2.4728 -1.5177 2.2689
H 1.3241 -2.1556 1.4714
O 3.0202 0.7861 1.5988
H 3.2400 1.3554 0.8515
H 2.0674 0.5958 1.4785
O -0.9158 -3.6637 -1.6460
H -0.4386 -3.0234 -1.0960
H -0.6643 -4.5157 -1.2828
O -1.4870 2.4763 1.4745
H -2.2666 2.1019 1.8981
H -0.9327 1.6952 1.2650
O -3.2352 -0.1449 -2.5007
H -3.1050 -1.0162 -2.8838
H -2.5313 -0.0795 -1.8294
O 1.0921 3.4428 3.4624
H 1.5204 3.7979 2.6792
H 0.5355 2.7273 3.1264
O -0.0646 -1.3971 -3.2239
H -0.6914 -1.9294 -2.7225
H 0.3308 -0.8027 -2.5596
O -1.7424 -3.5215 1.3323
H -1.1665 -4.0104 1.9254
H -1.1592 -2.8227 0.9627
O -1.9075 2.6443 -1.4736
H -1.8568 1.7800 -1.0297
H -1.8429 3.2618 -0.7379
O 2.7996 1.9879 -1.1304
H 3.2290 1.9314 -1.9872
H 2.1328 1.2633 -1.1356
O -3.7279 0.4095 1.0109
H -3.0546 0.2319 0.3326
H -4.1302 -0.4489 1.1668
O -0.0162 0.5560 3.8539
H 0.8781 0.4353 4.1848
H 0.0831 0.5303 2.8772
O 3.2415 -1.8063 -1.7798
H 3.6551 -1.0736 -2.2416
H 2.3774 -1.4513 -1.5115
*
```

From a Löwdin analysis of the wavefunction, the atomic charges in e read: atom 1 (S): 0.44, atom 2 (O): -0.37, atom 3 (O): -0.36, atom 4 (O): -0.35, atom 5 (O): -0.39, atom 6 (O): -0.08, atom 7 (H): 0.00, atom 8 (H): -0.02, atom 9 (O): -0.09, atom 10 (H): 0.00, atom 11 (H): -0.02, atom 12 (O): -0.09, atom 13 (H): 0.00, atom 14 (H): -0.02, atom 15 (O): -0.07, atom 16 (H): 0.00, atom 17 (H): 0.04, atom 18 (O): -0.07, atom 19 (H): 0.03, atom 20 (H): -0.02, atom 21 (O): -0.07, atom 22 (H): 0.02, atom 23 (H): -0.02, atom 24 (O): -0.08, atom 25 (H): 0.03, atom 26 (H): -0.01, atom 27 (O): -0.07, atom 28 (H): -0.02, atom 29 (H): -0.02, atom 30 (O): -0.09, atom 31 (H): 0.02, atom 32 (H): -0.02, atom 33 (O): -0.07, atom 34 (H): -0.01, atom 35 (H): 0.03, atom 36 (O): -0.07, atom 37 (H): 0.03, atom 38 (H): -0.01, atom 39 (O): -0.06, atom 40 (H): 0.00, atom 41 (H): 0.03, atom 42 (O): -0.08, atom 43 (H): 0.03, atom 44 (H): -0.02, atom 45 (O): -0.07, atom 46 (H): 0.02, atom 47 (H): 0.00

=====

| no. | molar mass (g/mol) |
| --- | --- |
| 1 | 231.51 |
| 2 | 86.13 |
| 3 | 326.20 |
| 4 | 92.14 |
| 5 | 348.27 |